1.
{"formula": "C38H80BNO17PS7", "method": "ωB97M-V/def2-TZVPD", "lumo_energy_ha": 0.06057, "homo_lumo_gap_ev": 5.99, "charge": -1, "homo_energy_ev": -4.34, "symbols": ["C", "C", "O", "O", "C", "C", "C", "C", "C", "C", "C", "C", "B", "O", "P", "N", "H", "H", "H", "H", "H", "H", "H", "H", "H", "H", "H", "H", "H", "H", "H", "H", "H", "H", "H", "H", "H", "H", "H", "H", "C", "C", "C", "S", "O", "O", "C", "H", "H", "H", "H", "H", "H", "H", "H", "C", "C", "C", "S", "O", "O", "C", "H", "H", "H", "H", "H", "H", "H", "H", "C", "C", "C", "S", "O", "O", "C", "H", "H", "H", "H", "H", "H", "H", "H", "C", "C", "C", "S", "O", "O", "C", "H", "H", "H", "H", "H", "H", "H", "H", "C", "C", "C", "S", "O", "O", "C", "H", "H", "H", "H", "H", "H", "H", "H", "C", "C", "C", "S", "O", "O", "C", "H", "H", "H", "H", "H", "H", "H", "H", "C", "C", "C", "S", "O", "O", "C", "H", "H", "H", "H", "H", "H", "H", "H"], "xyz": [[1.85404, -1.78514, -1.80054], [2.54265, -1.01644, -0.71625], [3.43111, -1.46029, -0.02019], [2.10535, 0.24819, -0.59796], [3.01731, 1.22854, -0.08169], [3.01401, 2.46243, -1.01472], [2.14004, 2.28010, -2.25929], [0.65938, 2.59361, -1.98370], [-0.33296, 1.63708, -2.64482], [-1.76553, 2.18241, -2.60729], [-2.88536, 1.13679, -2.57664], [-2.73389, 0.07849, -1.47851], [-3.94717, -1.04073, -1.46170], [-3.51411, -2.42357, -1.74977], [-4.78726, -1.09101, 0.34616], [-4.17954, -2.15666, 1.39850], [2.55359, -1.96063, -2.62259], [1.56886, -2.75348, -1.37890], [0.94796, -1.29179, -2.14948], [2.68627, 1.49736, 0.92809], [4.01640, 0.79222, -0.01642], [4.05052, 2.66813, -1.31020], [2.66945, 3.34475, -0.46277], [2.23473, 1.25867, -2.64198], [2.51112, 2.95353, -3.04358], [0.47164, 2.56546, -0.90125], [0.44828, 3.61833, -2.32295], [-0.27133, 0.67408, -2.12623], [-0.03138, 1.46479, -3.68831], [-1.87804, 2.84480, -1.73572], [-1.88879, 2.82575, -3.49397], [-3.01119, 0.66502, -3.56320], [-3.82582, 1.67341, -2.38040], [-2.64810, 0.59399, -0.51209], [-1.78913, -0.47691, -1.61068], [-4.84750, -0.68147, -2.24048], [-2.66727, -2.40085, -2.20579], [-6.17517, -1.36728, 0.19896], [-4.80965, 0.21306, 0.90786], [-3.42432, -2.62520, 0.90055], [8.05575, -0.03680, 1.24681], [7.31449, -1.32042, 0.86084], [6.71542, -1.09093, -0.52506], [7.77829, 0.08943, -1.35246], [7.04599, 1.31650, -1.56745], [8.46215, -0.53717, -2.45989], [8.89686, 0.34047, 0.02680], [8.67040, -0.17951, 2.13411], [7.34093, 0.76155, 1.46006], [8.02073, -2.15368, 0.84791], [6.52940, -1.56807, 1.56603], [6.66376, -1.99273, -1.12999], [5.72368, -0.64689, -0.45290], [9.23060, 1.37561, 0.01249], [9.74419, -0.33121, -0.11001], [0.62519, -0.64467, 3.94092], [0.08147, -2.06489, 3.74251], [-0.77130, -2.05605, 2.46810], [-0.07379, -0.78072, 1.42331], [-1.01835, 0.28884, 1.24170], [0.57547, -1.37860, 0.27894], [1.17764, -0.22213, 2.58372], [1.39565, -0.60984, 4.71286], [-0.18600, 0.02157, 4.24279], [0.91827, -2.76198, 3.63042], [-0.50887, -2.38536, 4.59371], [-0.73505, -2.99322, 1.91873], [-1.81645, -1.78691, 2.63424], [1.30700, 0.85136, 2.45634], [2.10449, -0.74572, 2.34147], [-6.31503, -0.05209, 6.05479], [-6.29346, -1.33792, 5.22383], [-4.92543, -1.42417, 4.53094], [-3.78402, -0.55796, 5.61203], [-3.26131, 0.61702, 4.95537], [-2.86098, -1.48165, 6.23732], [-4.99925, -0.03438, 6.82223], [-7.16567, -0.01428, 6.72758], [-6.37166, 0.81681, 5.39497], [-6.44013, -2.19764, 5.88076], [-7.08781, -1.35584, 4.47988], [-4.57924, -2.44481, 4.39787], [-4.93704, -0.93744, 3.56012], [-4.71016, 0.94037, 7.20895], [-4.99518, -0.77403, 7.62336], [5.37329, -0.58511, -4.94338], [5.52338, -1.12502, -6.37202], [4.11219, -1.38607, -6.91778], [3.02670, -0.23071, -6.05747], [2.10690, -0.98361, -5.24611], [2.53965, 0.77352, -6.97303], [4.28753, 0.48073, -5.00907], [6.30067, -0.16694, -4.55416], [5.06049, -1.38879, -4.27209], [6.02012, -0.37503, -6.99125], [6.13012, -2.02876, -6.40180], [4.02543, -1.20294, -7.98594], [3.75484, -2.38666, -6.68251], [3.84066, 0.72779, -4.04888], [4.64297, 1.38742, -5.49835], [1.67133, 3.19374, -8.99566], [0.39658, 3.56355, -9.76579], [0.53062, 5.02738, -10.20305], [2.29645, 5.33173, -10.38282], [2.70344, 6.31118, -9.40586], [2.62532, 5.52678, -11.77405], [2.83025, 3.71213, -9.83974], [1.75347, 2.12372, -8.82365], [1.67300, 3.68199, -8.01945], [0.30208, 2.92394, -10.64592], [-0.49485, 3.41850, -9.15780], [0.05519, 5.23855, -11.15764], [0.16575, 5.71897, -9.44613], [3.76760, 3.81898, -9.29883], [2.97929, 3.10741, -10.73441], [-12.45085, -0.98590, 6.85866], [-12.38013, -2.26870, 6.01804], [-10.98852, -2.32080, 5.37692], [-9.89388, -1.42677, 6.49188], [-9.43500, -0.24107, 5.81584], [-8.96751, -2.33452, 7.11746], [-11.15831, -0.94303, 7.66656], [-13.32489, -0.97375, 7.50853], [-12.50623, -0.11353, 6.20419], [-12.52144, -3.13639, 6.66549], [-13.15849, -2.29679, 5.25701], [-10.60523, -3.33195, 5.26601], [-10.95355, -1.80386, 4.42013], [-10.90707, 0.03988, 8.05803], [-11.15647, -1.68156, 8.46799], [3.72226, -0.07349, 5.35024], [2.77822, -0.44013, 4.19513], [3.58579, -1.26377, 3.18581], [4.86197, -2.09714, 4.14148], [6.15506, -1.60355, 3.71992], [4.62110, -3.51573, 4.17248], [4.45138, -1.36162, 5.72191], [3.18127, 0.33464, 6.20292], [4.44332, 0.67726, 5.01892], [1.94696, -1.03545, 4.57818], [2.35488, 0.44422, 3.72098], [3.00158, -2.02391, 2.67357], [4.08735, -0.64280, 2.44579], [5.36870, -1.21574, 6.28745], [3.79646, -2.06183, 6.23996]], "mulliken_charge": [-1.238, 0.506, -0.594, 0.922, 0.626, -1.542, 0.232, -0.991, 1.134, -1.013, -0.836, 0.395, 0.890, -0.801, 0.215, -0.743, 0.290, 0.399, 0.048, -0.066, -0.369, 0.364, 0.419, -0.547, 0.814, 0.239, 0.432, -1.005, 0.278, 0.383, 0.356, 0.285, 0.302, -0.124, -0.555, -0.207, 0.233, -0.039, -0.053, 0.172, -0.543, -0.292, 0.522, 1.206, -0.631, -0.733, -0.865, 0.426, 0.252, 0.362, -0.205, 0.532, -0.806, 0.434, 0.343, -0.518, -0.715, -0.777, 1.824, -0.815, -0.689, -0.692, 0.148, 0.573, 0.272, 0.486, 0.539, 0.016, 0.769, -0.798, -0.283, -0.639, -0.253, 1.308, -0.666, -0.731, -1.030, 0.222, 0.254, 0.266, 0.339, 0.401, -0.030, 0.445, 0.326, -0.414, -0.792, -0.792, 1.143, -0.599, -0.580, 0.301, 0.368, 0.179, 0.317, 0.378, 0.376, 0.358, -0.665, 0.478, -0.327, -0.745, -0.666, 1.163, -0.659, -0.682, -0.756, 0.232, 0.251, 0.319, 0.361, 0.382, 0.354, 0.418, 0.370, -0.563, -0.601, -0.788, 1.320, -0.645, -0.705, -0.816, 0.349, 0.296, 0.295, 0.323, 0.390, 0.385, 0.368, 0.371, -0.977, -0.228, -0.733, 1.331, -0.686, -0.759, -0.887, 0.349, 0.375, -0.019, 0.531, 0.709, 0.248, 0.561, 0.370]}

***

2.
{"formula": "C16H23CoF3N5O2S2SbSe4", "method": "ωB97M-V/def2-TZVPD", "lumo_energy_ha": [-0.01650, -0.05812], "spin_multiplicity": 2, "homo_lumo_gap_ev": [6.65, 5.48], "relative_energy_kcal_mol": 33.64, "homo_energy_ev": [-7.10, -7.07], "symbols": ["Co", "C", "C", "N", "C", "C", "C", "C", "C", "C", "C", "N", "C", "C", "N", "N", "H", "H", "H", "H", "H", "H", "H", "H", "H", "H", "H", "H", "H", "H", "H", "H", "H", "H", "S", "C", "N", "C", "C", "S", "H", "H", "H", "H", "H", "F", "C", "F", "F", "C", "O", "O", "Se", "Sb", "Se", "Se", "Se"], "xyz": [[0.45469, -1.58078, 0.19188], [-2.16200, -2.42178, -0.98142], [-1.49190, -3.63465, -0.37101], [-0.64294, -3.18792, 0.75454], [-1.43233, -2.86363, 1.97403], [-1.41152, -1.38788, 2.25529], [-2.14890, -0.76249, 3.23855], [-1.93133, 0.59259, 3.46462], [-0.97408, 1.27414, 2.73542], [-0.26784, 0.58289, 1.76536], [0.90425, 1.11042, 1.01672], [1.23842, 0.20927, -0.12428], [0.82404, 0.84103, -1.39586], [-1.52846, -0.32603, -2.13866], [-1.09493, -1.51045, -1.39324], [-0.53326, -0.70124, 1.52484], [-2.80880, -1.91079, -0.26190], [-2.78372, -2.73320, -1.82692], [-0.84010, -4.10073, -1.10978], [-2.22572, -4.37122, -0.03823], [0.03015, -3.91365, 0.98324], [-0.99612, -3.38125, 2.82871], [-2.45799, -3.21966, 1.86063], [-2.86013, -1.32397, 3.82913], [-2.49062, 1.10653, 4.23588], [-0.74923, 2.31444, 2.92597], [1.76577, 1.12939, 1.69416], [0.75524, 2.13657, 0.67242], [2.26263, 0.11814, -0.13379], [1.09557, 0.19461, -2.23024], [1.33450, 1.79874, -1.49480], [-1.17001, -0.39100, -3.16596], [-2.61643, -0.25880, -2.16982], [-0.44266, -2.04223, -1.96900], [-0.94203, 1.22318, -1.42642], [0.09836, 4.27997, -0.71417], [0.14035, 4.89459, -1.87113], [-0.97516, 5.73512, -2.35564], [-1.96956, 5.86116, -1.20024], [-1.34553, 4.71139, 0.09122], [0.92911, 4.75014, -2.48277], [-1.42788, 5.25114, -3.22176], [-0.59098, 6.70547, -2.66696], [-2.97377, 5.56744, -1.49271], [-2.00084, 6.86811, -0.79227], [4.14410, -3.28003, -0.77967], [3.57748, -2.54292, -1.73595], [4.33843, -2.60609, -2.82854], [3.56327, -1.26105, -1.32960], [2.14581, -3.04156, -2.02964], [1.98832, -3.79859, -2.95988], [1.20945, -2.61649, -1.25341], [4.43218, 1.02364, 1.20309], [3.78145, -0.71089, 2.73581], [1.99079, 0.12239, 4.32920], [5.32121, -2.19752, 3.75684], [1.96122, -2.32403, 1.87814]], "mulliken_charge": [-0.285, -0.695, -1.068, 0.042, -1.413, 0.996, -0.995, -0.550, -1.023, 0.843, -0.411, 0.213, -0.661, -1.132, 0.359, 1.281, 0.410, 0.591, 0.427, 0.482, 0.447, 0.438, 0.438, 0.518, 0.434, 0.584, 0.077, -0.224, -0.042, 0.389, 0.584, 0.351, 0.443, 0.207, 0.023, -0.266, -0.089, -0.583, -0.450, -0.056, 0.241, 0.246, 0.308, 0.301, 0.328, -0.256, 0.775, -0.286, -0.213, 0.194, -0.636, -0.549, -0.556, 0.636, -0.293, -0.567, -0.309]}

***

3.
{"formula": "C16H37IO12P2", "method": "ωB97M-V/def2-TZVPD", "lumo_energy_ha": -0.08718, "smiles": "COC[C@@](O)(I)OC=O.CCOP(=O)(OCC)OCC.CCOP(=O)(OCC)OCC", "homo_lumo_gap_ev": 7.26, "homo_energy_ev": -9.64, "symbols": ["C", "O", "C", "C", "O", "I", "O", "C", "O", "H", "H", "H", "H", "H", "H", "H", "C", "C", "O", "P", "O", "O", "C", "C", "O", "C", "C", "H", "H", "H", "H", "H", "H", "H", "H", "H", "H", "H", "H", "H", "H", "H", "C", "C", "O", "P", "O", "O", "C", "C", "O", "C", "C", "H", "H", "H", "H", "H", "H", "H", "H", "H", "H", "H", "H", "H", "H", "H"], "xyz": [[-3.28121, 3.54439, 2.60600], [-3.19728, 3.40229, 1.15201], [-2.48793, 4.50043, 0.49333], [-1.11880, 4.01821, -0.31481], [-0.30407, 5.13186, -0.82428], [0.15270, 2.97985, 1.19740], [-1.46900, 2.99254, -1.30915], [-1.65588, 3.55408, -2.65564], [-2.38375, 4.62486, -2.98212], [-4.40373, 3.46783, 3.00501], [-2.71906, 2.63184, 3.12743], [-2.82417, 4.51988, 3.05595], [-3.23664, 4.94066, -0.32572], [-2.19239, 5.40295, 1.17285], [0.64024, 4.86033, -1.02188], [-1.15089, 2.95759, -3.55685], [4.26218, -0.00959, -1.68173], [3.62946, -0.74386, -0.51699], [4.54286, -0.89129, 0.56048], [4.89812, 0.44085, 1.48898], [3.41702, 0.67040, 1.87741], [5.26993, -0.32666, 2.91861], [4.74989, 0.20996, 4.12984], [3.57552, -0.63257, 4.60344], [6.55304, 0.18437, 1.05496], [7.15242, -1.10861, 1.09188], [7.36908, -1.62904, -0.32029], [4.68771, 0.94717, -1.36476], [3.52317, 0.17405, -2.46683], [5.07777, -0.59831, -2.11233], [2.71874, -0.23251, -0.19098], [3.33224, -1.74829, -0.83432], [4.46579, 1.25934, 4.00371], [5.54687, 0.18194, 4.87820], [2.85743, -0.82477, 3.80133], [3.05163, -0.13794, 5.42661], [3.92706, -1.60686, 4.95191], [6.57387, -1.82954, 1.67560], [8.12366, -0.99230, 1.58353], [6.42838, -1.95021, -0.77095], [8.04198, -2.49293, -0.31285], [7.78973, -0.85232, -0.96746], [-4.66432, 0.84596, -0.17210], [-3.58223, 0.36942, -1.11978], [-3.50851, -1.04852, -1.15126], [-4.69573, -1.88826, -1.95641], [-4.41993, -1.16141, -3.29539], [-3.82038, -3.23899, -2.38122], [-3.95838, -3.74641, -3.70371], [-2.74524, -3.35590, -4.53381], [-5.00390, -2.70041, -0.46030], [-3.95063, -3.21230, 0.35273], [-3.77787, -2.35148, 1.59416], [-5.62880, 0.38551, -0.40598], [-4.76886, 1.93341, -0.22450], [-4.42017, 0.57636, 0.85984], [-3.74538, 0.77530, -2.12269], [-2.60947, 0.74067, -0.78241], [-4.88821, -3.39659, -4.16290], [-4.02348, -4.83620, -3.63941], [-2.50501, -2.29347, -4.43627], [-2.91282, -3.57774, -5.59185], [-1.86506, -3.91013, -4.19859], [-3.00165, -3.29689, -0.18342], [-4.24766, -4.22161, 0.65542], [-3.28927, -1.40569, 1.35345], [-3.15481, -2.86445, 2.33429], [-4.74591, -2.11026, 2.04559]], "mulliken_charge": [-0.641, -0.144, -0.570, 0.104, -0.519, 0.062, -0.030, 0.145, -0.479, 0.223, 0.225, 0.283, 0.241, 0.354, 0.385, 0.315, -0.935, -0.391, -0.362, 1.122, -0.593, -0.370, -0.352, -1.079, -0.505, -0.022, -1.082, 0.257, 0.396, 0.235, 0.375, 0.276, 0.319, 0.362, 0.269, 0.357, 0.310, 0.232, 0.401, 0.126, 0.408, 0.277, -0.870, -0.073, -0.472, 1.128, -0.689, -0.353, -0.360, -1.077, -0.483, 0.009, -1.047, 0.342, 0.322, 0.157, 0.349, 0.097, 0.327, 0.363, 0.271, 0.362, 0.297, 0.231, 0.393, 0.103, 0.411, 0.275]}

***

4.
{"formula": "C5H13N2O", "method": "ωB97M-V/def2-TZVPD", "lumo_energy_ha": 0.14157, "smiles": "CNC[C@H](N)CC[O-]", "homo_lumo_gap_ev": 6.46, "charge": -1, "relative_energy_kcal_mol": 18.03, "homo_energy_ev": -2.61, "symbols": ["C", "N", "C", "C", "N", "C", "C", "O", "H", "H", "H", "H", "H", "H", "H", "H", "H", "H", "H", "H", "H"], "xyz": [[1.14378, -0.94863, 2.20071], [-0.11284, -0.19566, 2.13059], [-0.97922, -0.56384, 1.01077], [-0.81040, 0.20636, -0.30371], [-1.62184, -0.46187, -1.30872], [0.64879, 0.31696, -0.79520], [0.73970, 1.16585, -2.10057], [0.12755, 0.64497, -3.19218], [1.70082, -0.56624, 3.07017], [1.80687, -0.75496, 1.34102], [0.89258, -2.00577, 2.29605], [0.07905, 0.79641, 2.10032], [-2.01050, -0.43496, 1.35040], [-0.87968, -1.62653, 0.79914], [-1.11367, 1.26468, -0.13228], [-2.61299, -0.40084, -1.12216], [-1.29317, -0.11969, -2.23909], [1.00111, -0.69791, -0.99071], [1.17732, 0.91610, -0.05270], [1.83053, 1.31965, -2.26271], [0.28621, 2.14593, -1.79912]], "mulliken_charge": [-0.753, -0.360, -1.100, 0.530, -0.695, -0.664, -0.520, -0.925, 0.308, 0.271, 0.279, 0.276, 0.288, 0.455, 0.082, 0.198, 0.352, 0.275, 0.246, 0.259, 0.200]}

***

| no. | strongest force on any atom (eV/A) |
| --- | --- |
| 1 | 11.622 |
| 2 | 0.502 |
| 3 | 9.940 |
| 4 | 1.455 |